(1)
Formula: C3H3FNO4
Source: the OMol25 dataset
Level of theory: ωB97M-V with the def2-TZVPD basis set

Cartesian coordinates (Å):
C 1.09240 0.07578 -0.93971
C -0.27778 -0.20365 -0.34568
F -1.27820 -0.41714 -1.23310
C -0.87391 1.20677 0.66855
O -0.01970 1.64215 1.40624
O -2.01474 1.33169 0.29728
N -0.33910 -1.16806 0.75813
O 0.70390 -1.28184 1.43779
O -1.41752 -1.64949 1.04117
H 1.85152 0.00053 -0.18706
H 1.40290 -0.62243 -1.61316
H 1.17024 1.08568 -1.29045

Properties
Energy, eV: -15555.9039
ΔE to the lowest compared entry with this formula, charge and spin, kcal per mole: 10.3
SMILES string: C[C@](F)(C(=O)[O-])[N+](=O)[O-]
Total charge: -1
LUMO, hartree: 0.148
Orbital gap, eV: 8.3

(2)
Formula: C3H3FO2
Source: the OMol25 dataset
Level of theory: ωB97M-V with the def2-TZVPD basis set

Cartesian coordinates (Å):
C 1.38912 -0.46314 0.27439
C 0.70736 0.53869 -0.28999
C -0.61254 0.88288 -0.01215
O -1.48197 1.59338 0.22001
O -1.59592 -1.16398 -0.20253
F -2.90702 -0.84235 0.01977
H 2.42539 -0.62506 0.03644
H 0.91312 -1.11659 0.98286
H 1.16247 1.19616 -1.02879

Properties
Energy, eV: -9963.6992
ΔE to the lowest compared entry with this formula, charge and spin, kcal per mole: 88.7
Spin multiplicity: 3
LUMO (alpha / beta), hartree: 0.022 / -0.112
Orbital gap (alpha / beta), eV: 7.0 / 7.4

(3)
Formula: C3H3FOS
Source: the OMol25 dataset
Level of theory: ωB97M-V with the def2-TZVPD basis set

Cartesian coordinates (Å):
C 0.12359 0.87338 0.57563
C 0.94947 -0.12639 1.23332
C 1.63224 -0.95769 1.77679
H -1.47770 1.35529 -0.99780
H 2.24093 -1.68903 2.26212
H -1.38056 -0.40643 -2.34321
O 0.15395 2.04716 0.84393
F -1.30408 -1.26578 -2.67955
S -0.93784 0.16949 -0.67123

Properties
Energy, eV: -18756.8374
ΔE to the lowest compared entry with this formula, charge and spin, kcal per mole: 50.8
LUMO, hartree: -0.012
Orbital gap, eV: 10.4

(4)
Formula: C3H3FOS
Source: the OMol25 dataset
Level of theory: ωB97M-V with the def2-TZVPD basis set

Cartesian coordinates (Å):
O -2.01836 -0.64807 0.10338
C -1.11611 -0.03702 0.62896
C -0.07354 0.46536 -0.32345
F 0.33181 1.71970 0.10302
C 1.10584 -0.43359 -0.40287
S 2.54245 -0.20089 0.31254
H -1.08615 0.05318 1.70878
H -0.58620 0.47377 -1.31726
H 0.90027 -1.39244 -0.81310

Properties
Energy, eV: -18758.0414
ΔE to the lowest compared entry with this formula, charge and spin, kcal per mole: 23.0
SMILES string: O=C[C@@H](F)C=S
LUMO, hartree: -0.037
Orbital gap, eV: 8.3

(5)
Formula: C3H3FS
Source: the OMol25 dataset
Level of theory: ωB97M-V with the def2-TZVPD basis set

Cartesian coordinates (Å):
F 1.80956 -1.34337 0.84946
C 1.14887 -0.68680 -0.09006
C -0.25773 -0.46755 0.23804
C -1.09418 0.66534 -0.15110
S -1.01831 1.20164 -1.84401
H 1.88329 0.22747 -0.58770
H -0.73658 -0.93475 1.00525
H -1.73492 1.33802 0.58012

Properties
Energy, eV: -16708.4984
ΔE to the lowest compared entry with this formula, charge and spin, kcal per mole: 53.7
SMILES string: F/C=C/C=S
LUMO, hartree: -0.048
Orbital gap, eV: 7.4

(6)
Formula: C3H3FeO4
Source: the OMol25 dataset
Level of theory: ωB97M-V with the def2-TZVPD basis set

Cartesian coordinates (Å):
C -0.83108 0.12396 1.63071
C -0.94738 1.26644 0.65085
O 0.05145 1.26515 -0.26057
O 0.03127 -0.71973 1.44483
H -1.55741 0.03776 2.45285
H -1.92425 1.24559 0.11048
Fe 1.46490 -0.25093 0.17074
O 1.55320 -2.08108 -3.55112
O 1.66973 -1.45702 -1.33261
C 1.49650 -1.68928 -2.47165
H -1.00693 2.25912 1.15549

Properties
Energy, eV: -45694.4334
ΔE to the lowest compared entry with this formula, charge and spin, kcal per mole: 4.9
Total charge: +3
Spin multiplicity: 7
LUMO (alpha / beta), hartree: -0.586 / -0.737
Orbital gap (alpha / beta), eV: 11.5 / 7.0

(7)
Formula: C3H3HgO3
Source: the OMol25 dataset
Level of theory: ωB97M-V with the def2-TZVPD basis set

Cartesian coordinates (Å):
H -3.43455 -1.06437 -0.11669
O -1.85458 0.87933 -0.23158
C -1.59810 -0.28711 -0.15451
O -2.43305 -1.30848 -0.10060
O -0.36467 -0.82691 -0.13874
Hg -1.03194 -3.13683 -0.21164
H 3.51934 1.11284 1.08125
C 3.36873 1.89388 0.34800
C 3.48355 2.89600 -0.37412
H 0.34526 -0.15835 -0.10136

Properties
Energy, eV: -13470.5598
ΔE to the lowest compared entry with this formula, charge and spin, kcal per mole: 101.2
Spin multiplicity: 2
LUMO (alpha / beta), hartree: 0.007 / -0.125
Orbital gap (alpha / beta), eV: 8.0 / 4.4

(8)
Formula: C3H3I
Source: the OMol25 dataset
Level of theory: ωB97M-V with the def2-TZVPD basis set

Cartesian coordinates (Å):
C -0.56112 0.58316 -0.65169
C -0.42583 0.80209 0.62053
C 0.44001 -0.19151 0.10806
I 2.48860 -0.40502 0.06344
H -0.93427 0.78036 -1.72534
H -0.72312 1.56524 1.38160
H -0.28426 -3.13432 0.20341

Properties
Energy, eV: -11252.8679
ΔE to the lowest compared entry with this formula, charge and spin, kcal per mole: 113.9
LUMO (alpha / beta), hartree: 0.000 / 0.005
Orbital gap (alpha / beta), eV: 7.0 / 9.4